# 1
Below is a 31-piece molecular cluster, C36H134O31 overall in a non-equilibrium geometry, with properties calculated with ωB97M-V with the def2-TZVPD basis set.

```
! wB97M-V def2-TZVPD RIJCOSX def2/J DEFGRID3
* xyz 0 1
O 15.29669 -6.55161 -3.80335
H 15.61906 -7.06129 -4.54667
H 14.69746 -5.91398 -4.19139
O 22.79001 -4.12933 0.90024
H 22.08734 -3.47979 0.87605
H 22.72075 -4.58908 0.06353
O 20.51745 -2.53063 0.90670
H 20.20551 -2.10488 1.70522
H 20.38750 -1.87689 0.21969
O 14.07693 -4.62325 -5.13396
H 13.12455 -4.53093 -5.16012
H 14.39156 -4.06780 -5.84720
O 21.29568 -1.18452 -1.74173
H 22.09953 -1.70322 -1.71024
H 20.69373 -1.70670 -2.27202
O 16.06633 -11.57726 -3.11075
H 15.80991 -10.74511 -2.71325
H 15.80107 -11.49737 -4.02699
O 19.39026 -1.85512 -3.66557
H 20.04434 -2.41151 -4.08846
H 18.55882 -2.30457 -3.81699
O 15.78613 -7.26382 -6.86741
H 16.54857 -6.90419 -7.32083
H 15.05296 -6.72657 -7.16752
O 22.76279 -5.58137 -1.29008
H 22.30293 -6.41650 -1.37561
H 23.61469 -5.73350 -1.69916
O 19.45905 -0.27795 -6.15394
H 19.21853 -0.65096 -5.30585
H 19.00170 0.56234 -6.18493
O 16.54998 -0.87648 -4.38323
H 15.60857 -1.01752 -4.48378
H 16.94615 -1.70929 -4.63957
O 17.44207 -3.57392 -4.54512
H 17.96664 -4.24793 -4.97730
H 16.62041 -4.01322 -4.32579
O 21.43020 -6.25070 -4.84105
H 21.41935 -6.63937 -3.96637
H 21.98102 -6.83853 -5.35804
O 21.27515 -3.55455 -4.65639
H 21.23748 -4.49744 -4.81691
H 21.85367 -3.46292 -3.89931
O 16.55222 1.62233 -3.42593
H 16.41687 0.69480 -3.61988
H 17.01010 1.96378 -4.19404
O 19.95141 -0.82875 2.84486
H 19.38726 -0.29318 3.40265
H 20.24103 -0.23298 2.15392
O 14.88667 -8.89621 -2.52218
H 15.18128 -8.62723 -1.65207
H 14.66085 -8.07709 -2.96294
O 19.90199 0.92197 -0.76278
H 20.60730 1.12766 -0.14921
H 20.23088 0.17669 -1.26539
O 18.68350 -5.67735 -5.68731
H 18.57735 -5.75267 -6.63562
H 19.48592 -6.16303 -5.49632
C 12.21887 -10.71994 1.94375
C 13.09865 -11.57733 1.07724
C 13.79267 -10.71226 0.02433
O 14.02497 -12.12619 1.99199
H 11.79594 -11.18153 2.83604
H 11.41267 -10.19406 1.43229
H 12.80286 -9.87195 2.30149
H 12.48337 -12.33248 0.58805
H 14.24775 -9.80614 0.42426
H 13.06761 -10.33060 -0.69451
H 14.56285 -11.20906 -0.56569
H 14.55172 -11.38150 2.29126
C 21.88034 -8.96619 2.13202
C 22.63148 -8.36166 0.99219
C 24.11421 -8.33656 1.29169
O 22.38210 -8.90525 -0.27221
H 22.08896 -10.03163 2.22902
H 20.79917 -8.84460 2.06587
H 22.15165 -8.42325 3.03740
H 22.40123 -7.29626 0.99507
H 24.68586 -7.76371 0.56151
H 24.64674 -9.27084 1.46961
H 24.26480 -7.66279 2.13517
H 23.11793 -9.50932 -0.39575
C 13.14638 -2.23626 3.55286
C 13.36119 -1.98757 5.03168
C 14.34257 -2.94629 5.71035
O 13.92677 -0.66176 5.06601
H 12.48305 -1.47449 3.14321
H 12.66331 -3.20559 3.42981
H 14.10650 -2.23588 3.03686
H 12.37181 -2.00351 5.48881
H 13.79526 -3.88708 5.65134
H 14.49900 -2.83097 6.78289
H 15.24566 -3.18223 5.14746
H 13.40257 -0.07700 4.51385
C 13.65442 -3.63113 -1.82877
C 12.28642 -3.12837 -2.12040
C 11.80978 -2.09019 -1.16672
O 12.15013 -2.51448 -3.41885
H 14.42955 -2.86603 -1.87212
H 13.98453 -4.41038 -2.51572
H 13.83662 -4.09599 -0.85986
H 11.69512 -4.03041 -1.96295
H 11.87112 -2.49321 -0.15582
H 10.78605 -1.76513 -1.35226
H 12.47556 -1.22901 -1.22331
H 12.91492 -2.00984 -3.70528
C 19.25010 -4.62244 3.64593
C 19.67840 -5.90830 4.22036
C 21.04822 -5.86902 4.93962
O 18.58196 -6.23494 5.05480
H 19.22053 -3.87203 4.43593
H 18.28903 -4.72494 3.14201
H 20.07153 -4.31899 2.99687
H 19.68315 -6.66232 3.43327
H 21.22055 -4.91645 5.44064
H 21.88928 -6.05071 4.27052
H 21.07307 -6.68580 5.66098
H 18.37613 -5.40518 5.49152
C 16.94358 -1.22139 1.69998
C 16.42209 0.09555 1.04368
C 14.91376 0.36781 1.41319
O 17.22806 1.07182 1.55987
H 16.30227 -2.07523 1.48137
H 16.96016 -1.21895 2.78985
H 17.91691 -1.45128 1.26653
H 16.47180 0.12471 -0.04479
H 14.42378 1.18780 0.88819
H 14.88125 0.55639 2.48626
H 14.42489 -0.59212 1.24698
H 17.53389 1.53164 0.77461
C 18.22018 -9.14132 2.87660
C 17.00816 -9.76754 3.56785
C 16.38103 -8.85914 4.61560
O 16.03143 -10.02325 2.55391
H 18.62236 -9.83378 2.13710
H 19.00819 -8.92949 3.59927
H 18.00746 -8.24042 2.30110
H 17.22983 -10.73399 4.02056
H 17.04172 -8.61710 5.44807
H 15.47345 -9.27957 5.04876
H 16.10241 -7.94415 4.09286
H 15.77746 -9.16135 2.21589
C 12.57071 -0.04659 -6.56904
C 13.63123 0.00120 -5.41759
C 13.11991 0.83004 -4.25284
O 13.92266 -1.35763 -5.13834
H 13.04221 0.03279 -7.54857
H 11.94944 0.84050 -6.44578
H 11.94930 -0.93523 -6.45824
H 14.55520 0.41084 -5.82574
H 12.13799 0.49296 -3.92070
H 12.94109 1.83229 -4.64222
H 13.84160 0.90697 -3.43960
H 13.88486 -1.77262 -6.00318
C 14.39042 -5.63574 2.24791
C 14.16055 -6.84756 1.46526
C 13.41614 -6.61394 0.05125
O 15.33584 -7.60418 1.16736
H 13.42498 -5.29637 2.62321
H 14.89441 -4.87304 1.65429
H 14.97498 -5.78396 3.15588
H 13.55012 -7.45973 2.12913
H 12.97181 -7.55453 -0.27428
H 14.09303 -6.40115 -0.77618
H 12.57126 -5.92526 0.05318
H 15.86767 -7.14819 0.51100
C 21.08250 -10.01434 -3.59125
C 20.22236 -8.86095 -3.06488
C 19.25486 -9.19261 -1.99649
O 21.07285 -7.82154 -2.62230
H 21.59668 -10.48866 -2.75535
H 21.86989 -9.67033 -4.26189
H 20.38754 -10.72461 -4.03920
H 19.69929 -8.46152 -3.93377
H 18.81225 -10.16314 -2.22071
H 18.49812 -8.43535 -1.79156
H 19.86396 -9.24126 -1.09387
H 21.32630 -8.02243 -1.71842
C 11.64776 -7.20918 -3.72081
C 10.95206 -7.51314 -5.04810
C 10.57222 -9.01263 -5.21181
O 9.73019 -6.80296 -5.05569
H 11.22464 -7.54874 -2.77541
H 11.93887 -6.17776 -3.52198
H 12.61826 -7.70091 -3.65420
H 11.59067 -7.23605 -5.88686
H 11.45353 -9.64835 -5.29696
H 10.11720 -9.32955 -6.15022
H 9.95265 -9.26107 -4.35013
H 9.12163 -7.28797 -4.49353
C 17.16772 -4.12727 -1.28799
C 17.67079 -5.51861 -0.88881
C 18.17852 -5.58283 0.54693
O 16.54012 -6.41553 -1.15299
H 17.95974 -3.39141 -1.42699
H 16.51031 -3.72026 -0.51970
H 16.56292 -4.19669 -2.19215
H 18.47795 -5.80146 -1.56451
H 18.29621 -6.63685 0.79850
H 17.33768 -5.21461 1.13473
H 19.02375 -5.00430 0.91971
H 16.34352 -6.40170 -2.09255
*
```

## Properties
HOMO-LUMO gap   8.287 eV



# 2
Below is C36H14BiBrF15GeN3S as an isolated structure, with properties calculated with ωB97M-V with the def2-TZVPD basis set.

```
! wB97M-V def2-TZVPD RIJCOSX def2/J DEFGRID3
* xyz 0 1
Bi 1.32445 -0.70368 0.30635
Br 2.03951 0.80445 7.99500
C 1.55932 -0.00940 6.36570
C 0.74742 -1.13395 6.37686
C 0.39222 -1.72981 5.17967
C 0.84655 -1.21229 3.96996
C 1.64041 -0.07568 3.98002
C 2.00770 0.52774 5.17333
N 0.50843 -1.76944 2.69044
C 0.03894 -2.93401 2.59386
C -0.34929 -3.51108 1.28515
C -0.95849 -4.74762 1.23310
C -1.28028 -5.28057 -0.00944
C -0.96275 -4.56599 -1.14393
C -0.34807 -3.32871 -1.00457
N -0.06253 -2.81035 0.18420
H 0.38464 -1.53252 7.31412
H -0.26994 -2.58544 5.20814
H 1.99675 0.34714 3.04842
H 2.63187 1.41075 5.17127
H -0.09001 -3.58838 3.45844
H -1.17161 -5.28429 2.14952
H -1.76641 -6.24431 -0.08337
H -1.18310 -4.94781 -2.13074
H -0.07964 -2.72800 -1.86575
N 2.86206 -1.74621 -0.21123
C 3.67896 -2.85656 -0.32241
C 4.97953 -2.72858 -0.82583
C 5.81793 -3.82803 -0.92183
C 5.38757 -5.09143 -0.52942
C 4.09783 -5.23619 -0.03721
C 3.25615 -4.13737 0.06212
H 5.31068 -1.74356 -1.13485
H 6.82122 -3.69820 -1.31131
H 6.04702 -5.94646 -0.60425
H 3.74328 -6.21275 0.27193
H 2.24885 -4.25624 0.44811
F -0.10397 4.38512 0.07340
C -1.14699 3.82247 0.70558
C -1.82351 2.73428 0.17900
C -2.85716 2.22766 0.95749
F -3.55206 1.16012 0.54775
C -3.22874 2.77682 2.16571
F -4.23552 2.26649 2.87646
C -2.53584 3.87031 2.64653
F -2.87059 4.40896 3.81656
C -1.49053 4.39581 1.91699
F -0.81540 5.44462 2.39147
Ge -1.45295 1.83246 -1.53623
S -1.09262 -0.25412 -1.27348
C -0.07354 2.93076 -2.43592
C 1.27584 2.62823 -2.40132
F 1.73815 1.56716 -1.71030
C 2.24052 3.39231 -3.02563
F 3.52989 3.05999 -2.96335
C 1.85596 4.52242 -3.71791
F 2.76721 5.27243 -4.32980
C 0.52313 4.87565 -3.76369
F 0.15597 5.97621 -4.41833
C -0.40976 4.08545 -3.12075
F -1.68244 4.50778 -3.17287
C -3.00476 2.04118 -2.74029
C -4.24643 2.57333 -2.44836
F -4.51380 3.10974 -1.24788
C -5.27376 2.61940 -3.37205
F -6.45815 3.14124 -3.04895
C -5.06648 2.13404 -4.64609
F -6.04618 2.17846 -5.54561
C -3.83437 1.61312 -4.98878
F -3.62977 1.15898 -6.22576
C -2.83392 1.57763 -4.03824
F -1.65461 1.07835 -4.43495
*
```

## Properties
HOMO-LUMO gap   5.813 eV
ΔE to the lowest compared entry with this formula, charge and spin   1.8860 eV



# 3
Below is C36H14F4N8O4Ru as an isolated structure in a non-equilibrium geometry, with properties calculated with ωB97M-V with the def2-TZVPD basis set.

```
! wB97M-V def2-TZVPD RIJCOSX def2/J DEFGRID3
* xyz 1 2
Ru -1.31845 -0.90508 0.91176
O -2.36783 -8.41347 2.09174
C -2.46984 -8.02224 3.17727
O -2.57863 -7.60976 4.25469
C -1.39135 -5.33630 2.31649
C -1.32163 -5.13408 0.96346
C -1.36011 -3.80119 0.57684
N -1.46811 -2.83747 1.49793
C -1.54082 -3.07590 2.81513
C -1.50728 -4.38017 3.28966
C -1.63351 -1.83973 3.65547
C -1.80883 -1.86725 5.02217
C -1.87383 -0.66862 5.72168
C -1.75241 0.52169 5.03188
C -1.58875 0.48232 3.65669
N -1.54340 -0.66502 2.98129
C -1.38003 -3.29981 -0.83616
C -1.15182 -4.11571 -1.92097
C -1.31144 -3.59583 -3.20035
C -1.73408 -2.29086 -3.34416
C -1.91212 -1.51353 -2.20698
N -1.70340 -1.98870 -0.97608
H -1.25422 -5.94252 0.24814
H -1.56939 -4.61866 4.34286
H -1.89927 -2.81004 5.54294
H -2.01867 -0.67265 6.79388
H -1.77560 1.47602 5.53971
H -1.48123 1.38207 3.06955
H -0.85295 -5.14484 -1.77810
H -1.11889 -4.21447 -4.06722
H -1.91355 -1.85885 -4.31886
H -2.22917 -0.48182 -2.26047
F 5.16207 1.92796 0.02704
C 4.18430 1.97249 -0.86371
C 4.29846 2.83163 -1.89406
F 5.38617 3.57817 -1.96407
C 3.28113 2.97195 -2.90739
C 2.12553 2.12669 -2.73081
C 2.01592 1.27010 -1.69872
F 0.91957 0.51461 -1.61148
C 3.03165 1.12625 -0.69226
C 2.89293 0.27306 0.36389
C 1.69362 -0.47228 0.60795
N 0.81016 -1.12274 0.93570
C 3.85913 0.12613 1.41394
N 4.57973 -0.05965 2.28951
F 1.13171 2.18919 -3.60068
C 3.40215 3.84290 -3.95855
C 2.41015 3.95828 -4.99222
N 1.66015 4.06646 -5.85543
C 4.52862 4.71569 -4.13401
N 5.39875 5.43637 -4.34162
O 0.61537 1.87139 1.64857
C -0.18228 1.99595 0.73593
N -1.16172 1.08892 0.37424
C -1.89086 1.62132 -0.67908
O -2.84208 1.08183 -1.20822
C -1.28661 2.93598 -1.07282
C -1.61222 3.82773 -2.07187
C -0.82596 4.97557 -2.18116
C 0.23829 5.20309 -1.30910
C 0.54612 4.29093 -0.29838
C -0.24060 3.16246 -0.20955
H -2.44252 3.64235 -2.74146
H -1.04883 5.70620 -2.94859
H 0.82865 6.10496 -1.41570
H 1.36397 4.46052 0.39226
*
```

## Properties
HOMO-LUMO gap (alpha / beta)   5.457 / 5.378 eV
⟨S²⟩   0.987



# 4
Below is C36H19N8NiS5 as an isolated structure, with properties calculated with ωB97M-V with the def2-TZVPD basis set.

```
! wB97M-V def2-TZVPD RIJCOSX def2/J DEFGRID3
* xyz -1 1
Ni -0.02012 0.76841 0.07413
C -6.37628 0.43750 -1.23882
C -6.32394 -0.70210 -0.42344
C -5.15383 -1.06932 0.22043
C -4.04154 -0.26347 0.02184
C -2.67718 -0.33809 0.53291
N -1.92216 0.64607 -0.01703
C -2.73314 1.40101 -0.80863
N -2.42018 2.49414 -1.46313
C -1.17746 2.92643 -1.52350
C -0.80969 4.14358 -2.23474
C -1.56390 5.11825 -2.87752
C -0.88220 6.16343 -3.47628
C 0.51932 6.23087 -3.43584
C 1.26439 5.25779 -2.79423
C 0.57526 4.21105 -2.19256
C 1.01374 3.03710 -1.45284
N 2.28370 2.72802 -1.30299
C 2.65706 1.70181 -0.57484
N 1.87777 0.94358 0.24465
C 2.68664 0.07891 0.90044
N 2.34968 -0.77587 1.84524
C 1.09151 -1.04099 2.09355
N 0.00017 -0.61679 1.39776
C -1.08543 -1.26041 1.89592
N -2.32403 -1.19704 1.46634
C -0.68614 -2.13476 2.99464
C -1.40784 -2.99104 3.81490
C -0.70701 -3.68088 4.79025
C 0.67890 -3.51938 4.93689
C 1.39276 -2.67161 4.10681
C 0.68404 -1.98286 3.13115
C 4.06538 0.25433 0.46313
C 5.23182 -0.43955 0.75641
C 6.38164 -0.07249 0.07694
C 6.36397 0.96568 -0.86676
C 5.19719 1.65374 -1.15323
C 4.04634 1.27521 -0.47432
N -0.06402 2.31607 -1.04829
C -4.08280 0.84550 -0.80774
C -5.25509 1.22373 -1.44752
H -7.31042 0.70044 -1.71936
H -7.21180 -1.31149 -0.30710
H -5.08750 -1.95913 0.83370
H -2.64411 5.04971 -2.89680
H -1.43436 6.94162 -3.98931
H 1.02276 7.05857 -3.92063
H 2.34595 5.30103 -2.75508
H -2.47461 -3.11509 3.67845
H -1.23233 -4.36046 5.44975
H 1.19652 -4.07465 5.70903
H 2.46527 -2.54994 4.20150
H 5.22603 -1.24069 1.48553
H 7.30722 -0.60388 0.26301
H 7.27776 1.22086 -1.38997
H 5.16943 2.44985 -1.88695
H -5.27802 2.09259 -2.09301
C 2.14160 -4.42673 0.75364
S 1.98255 -3.35772 -0.70253
C 0.23468 -3.26752 -0.86227
C -0.35235 -2.26792 -1.56447
S 0.37414 -0.85947 -2.23137
S -2.08679 -2.49634 -1.75547
C -2.30408 -3.92609 -0.83489
S -3.76688 -4.64241 -0.52095
S -0.80818 -4.53044 -0.24497
H 3.19023 -4.37484 1.04852
H 1.88162 -5.46119 0.52919
H 1.52840 -4.05430 1.57277
*
```

## Properties
HOMO-LUMO gap (alpha / beta)   4.666 / 4.665 eV



# 5
Below is C36H20CaF8N4O4S as an isolated structure, with properties calculated with ωB97M-V with the def2-TZVPD basis set.

```
! wB97M-V def2-TZVPD RIJCOSX def2/J DEFGRID3
* xyz -2 1
Ca 0.42829 0.74564 -0.24813
O 2.25831 2.09698 -0.00528
C 2.65756 2.83740 -0.97126
C 3.02592 4.19410 -0.74221
C 3.51560 5.00659 -1.73890
C 3.68295 4.53045 -3.03914
C 3.32935 3.22003 -3.30301
C 2.81087 2.36159 -2.32750
C 2.49020 1.01370 -2.77750
N 1.87173 0.13407 -2.08864
N 1.67902 -1.11058 -2.65229
C 0.97209 -1.86922 -1.83487
O 0.47372 -1.57092 -0.71060
C 0.71833 -3.27403 -2.32376
C -0.01425 -4.14071 -1.51820
C -0.29877 -5.42935 -1.94677
C 0.14119 -5.86717 -3.18794
C 0.87078 -5.00595 -3.99861
C 1.15706 -3.71812 -3.56924
H 2.89760 4.56398 0.26848
H 3.77416 6.03509 -1.50424
H 4.07278 5.17043 -3.82143
H 3.44719 2.82964 -4.31018
H 2.81883 0.75447 -3.79014
H -0.35592 -3.77158 -0.55916
H -0.87394 -6.09191 -1.30983
H -0.09121 -6.87003 -3.52779
H 1.21223 -5.33792 -4.97273
H 1.72031 -3.03304 -4.18853
F 1.76605 -2.62739 6.65509
C 1.01418 -2.15678 5.63496
C 1.57674 -1.91477 4.39390
F 2.89088 -2.14835 4.21454
C 0.79729 -1.43584 3.36008
F 1.41477 -1.20106 2.19189
C -0.57474 -1.16263 3.49261
S -1.51976 -0.50339 2.21167
C -1.09789 -1.42644 4.76681
F -2.39952 -1.20355 5.01902
C -0.33402 -1.90838 5.81143
F -0.89510 -2.14040 7.01797
O -2.58109 3.76559 -1.22906
C -1.65028 3.10429 -0.75355
O -0.88488 2.29654 -1.33626
C -1.36242 3.34187 0.74622
C -1.97784 4.45802 1.37323
C -1.69388 4.73078 2.67369
C -0.78836 3.89909 3.37672
C -0.43352 4.10839 4.72885
C 0.44073 3.26505 5.35492
C 1.00936 2.18378 4.65169
C 0.68623 1.96099 3.34290
C -0.22934 2.80630 2.67719
N -0.54699 2.54056 1.38114
H -2.65738 5.04593 0.77419
H -2.14405 5.57507 3.18598
H -0.87390 4.94595 5.25954
H 0.70268 3.42397 6.39437
H 1.70391 1.52091 5.15347
H 1.12370 1.14232 2.79006
F -4.35423 -4.72294 -2.93880
C -3.66202 -3.87427 -3.72433
F -2.70947 -4.59816 -4.33877
F -4.51680 -3.47476 -4.70105
C -3.10372 -2.70680 -2.97199
C -2.33571 -1.77412 -3.65334
C -1.84324 -0.69378 -2.93845
N -2.06360 -0.52282 -1.63980
C -2.78559 -1.42636 -0.99149
C -3.33777 -2.53915 -1.61870
H -2.11158 -1.88607 -4.70566
H -1.23441 0.06478 -3.41848
H -2.89973 -1.28094 0.07697
H -3.91569 -3.25467 -1.05196
*
```

## Properties
HOMO-LUMO gap   6.458 eV
ΔE to the lowest compared entry with this formula, charge and spin   0.1914 eV



no.,DFT total energy (Eh)
1,-3784.38315
2,-8306.14307
3,-2613.34944
4,-5320.83871
5,-3778.87443